No. 1
ORCA calculation (wB97M-V/def2-TZVPD) on one molecule with the formula C28H33N7O3 in a non-equilibrium geometry.

HOMO level (eV): -8.085
Multiplicity: 1
Lowest unoccupied orbital energy (hartree): 0.0165
Largest force on an atom (hartree/bohr): 0.02889
Energy relative to the best compared isomer or geometry (same formula, charge and spin) (kJ/mol): 138.36
Frontier orbital gap (eV): 8.533
Net charge: 0

Each line ends with the Löwdin charge.
CARTESIAN COORDINATES (ANGSTROEM)
C (6.1059, 0.6534, -7.9845)  -0.089
H (6.2524, 0.9510, -9.0216)  0.093
O (4.7295, 0.8067, -7.7354)  -0.081
C (4.2509, 0.4996, -6.5009)  -0.275
C (5.0205, 0.0413, -5.4362)  -0.016
C (4.4244, -0.2414, -4.2213)  -0.019
C (3.0549, -0.0762, -4.0369)  -0.179
C (2.2884, 0.3854, -5.1114)  -0.019
C (2.8745, 0.6686, -6.3213)  0.005
H (2.2915, 1.0244, -7.1561)  0.119
H (1.2270, 0.5128, -4.9699)  0.107
C (2.4171, -0.3724, -2.7683)  -0.222
N (1.1005, -0.2282, -2.6060)  0.158
N (0.8408, -0.5749, -1.3576)  -0.062
C (-0.3685, -0.5682, -0.7312)  -0.092
N (-0.4938, -0.9177, 0.4916)  0.130
N (0.5777, -1.3003, 1.1989)  -0.029
C (1.8822, -1.3308, 0.7227)  -0.379
O (2.8173, -1.6332, 1.4333)  0.087
C (1.9771, -0.9468, -0.6742)  -0.105
C (3.0163, -0.8248, -1.5693)  0.078
H (4.0463, -1.0348, -1.3763)  0.115
C (0.3017, -1.7235, 2.5544)  -0.027
H (-0.1030, -0.8831, 3.1247)  0.109
H (1.2537, -2.0505, 2.9786)  0.130
C (-0.6863, -2.9058, 2.5454)  -0.485
O (-0.3120, -4.0573, 2.4725)  0.066
N (-1.9669, -2.5286, 2.6195)  0.070
H (-2.2671, -1.5540, 2.6143)  0.094
C (-3.0599, -3.4756, 2.6297)  -0.174
C (-4.3162, -2.8469, 2.0337)  -0.158
H (-4.1135, -2.5477, 1.0051)  0.107
C (-4.7873, -1.6336, 2.8438)  -0.189
N (-3.8563, -0.5211, 2.7070)  -0.213
C (-4.1197, 0.3012, 1.5402)  -0.159
C (-2.9600, 1.2690, 1.3337)  -0.174
N (-2.8048, 2.1078, 2.5082)  -0.150
C (-2.5776, 1.2882, 3.6792)  -0.177
C (-3.7566, 0.3367, 3.8729)  -0.164
H (-3.5825, -0.2795, 4.7583)  0.124
H (-4.6752, 0.9267, 4.0263)  0.129
H (-2.4887, 1.9405, 4.5514)  0.126
H (-1.6553, 0.6868, 3.5915)  0.102
C (-1.8210, 3.1675, 2.3226)  -0.146
C (-0.4454, 2.6989, 1.9075)  -0.217
C (0.4714, 2.2436, 2.8483)  -0.049
C (1.7161, 1.7810, 2.4571)  -0.073
C (2.0701, 1.7833, 1.1189)  -0.093
C (1.1678, 2.2402, 0.1730)  -0.085
C (-0.0825, 2.6844, 0.5657)  -0.050
H (-0.7806, 3.0404, -0.1789)  0.113
H (1.4395, 2.2573, -0.8733)  0.105
H (3.0474, 1.4363, 0.8187)  0.109
H (2.4166, 1.4230, 3.1967)  0.110
H (0.2174, 2.2686, 3.8988)  0.111
H (-2.2210, 3.8400, 1.5575)  0.122
H (-1.7587, 3.7197, 3.2643)  0.124
H (-3.1713, 1.9127, 0.4768)  0.127
H (-2.0514, 0.6819, 1.1240)  0.091
H (-4.2116, -0.3399, 0.6621)  0.119
H (-5.0576, 0.8698, 1.6622)  0.129
H (-4.8373, -1.9166, 3.8982)  0.120
H (-5.8024, -1.3458, 2.5279)  0.122
H (-5.1110, -3.5937, 2.0206)  0.113
H (-2.7546, -4.3606, 2.0635)  0.122
H (-3.2598, -3.7931, 3.6617)  0.125
H (-1.2363, -0.2565, -1.2864)  0.135
H (5.0409, -0.5974, -3.4105)  0.109
H (6.0848, -0.1006, -5.5408)  0.103
H (6.7066, 1.2988, -7.3355)  0.096
H (6.4239, -0.3866, -7.8590)  0.096


No. 2
ORCA calculation (wB97M-V/def2-TZVPD) on a 2-piece molecular cluster, C28H33NO overall in a non-equilibrium geometry.

HOMO level (eV): -6.183
Multiplicity: 1
Lowest unoccupied orbital energy (hartree): -0.0867
Largest force on an atom (hartree/bohr): 0.06145
Energy relative to the best compared isomer or geometry (same formula, charge and spin) (kJ/mol): 143.03
Frontier orbital gap (eV): 3.825
Net charge: 0

Each line ends with the Löwdin charge.
CARTESIAN COORDINATES (ANGSTROEM)
C (1.2055, 1.5794, -4.4450)  -0.083
C (0.8078, 1.1186, -3.0366)  -0.561
C (-0.3771, 0.1657, -3.1796)  -0.051
C (1.9973, 0.3519, -2.4570)  -0.049
C (0.4076, 2.2788, -2.1153)  -0.103
C (-0.0155, 2.0436, -0.7122)  -0.258
O (-0.3232, 0.8791, -0.2633)  -0.136
C (-0.1357, 3.3036, 0.0907)  -0.094
C (-0.2107, 3.3418, 1.6305)  -0.552
C (0.0692, 4.7383, 2.2150)  -0.081
C (0.8305, 2.3962, 2.2273)  -0.054
C (-1.6355, 2.9753, 2.0655)  -0.053
C (-0.3162, 4.4998, -0.5746)  -0.085
C (-0.2073, 4.6297, -1.9545)  -0.110
C (0.2935, 3.5436, -2.6641)  -0.079
H (2.0511, 2.2737, -4.4156)  0.088
H (1.5147, 0.7077, -5.0340)  0.081
H (0.3712, 2.0501, -4.9729)  0.082
H (-0.6418, -0.2297, -2.1940)  0.043
H (-1.2425, 0.7011, -3.5953)  0.096
H (-0.1084, -0.6623, -3.8538)  0.085
H (1.7360, -0.1006, -1.4934)  0.062
H (2.2815, -0.4412, -3.1682)  0.083
H (2.8495, 1.0324, -2.3283)  0.092
H (-0.7370, 5.4480, 2.0081)  0.073
H (0.1508, 4.6664, 3.3078)  0.084
H (1.0129, 5.1526, 1.8441)  0.092
H (0.7591, 1.3991, 1.7905)  0.042
H (1.8345, 2.8003, 2.0311)  0.095
H (0.6892, 2.3258, 3.3160)  0.083
H (-1.9700, 2.0408, 1.5937)  0.057
H (-1.6764, 2.8711, 3.1581)  0.083
H (-2.3428, 3.7695, 1.7719)  0.091
H (-0.5383, 5.3980, -0.0078)  0.094
H (-0.4681, 5.5690, -2.4649)  0.095
H (0.5666, 3.6930, -3.7082)  0.090
C (-1.7125, -0.6974, 1.6840)  -0.004
C (-1.2423, -1.1829, 0.3505)  0.045
N (-0.6224, -2.4052, 0.2875)  0.054
C (-1.1691, -3.7264, 0.1177)  -0.111
C (-2.4626, -4.0850, -0.2215)  -0.004
C (-2.8702, -5.4141, 0.0148)  -0.066
C (-2.0110, -6.3304, 0.6406)  -0.074
C (-0.7100, -5.9582, 1.0090)  -0.003
C (-0.2732, -4.6676, 0.6916)  -0.102
C (0.8937, -3.9423, 1.1340)  -0.102
C (0.6819, -2.5834, 0.8361)  -0.140
C (1.5497, -1.5847, 1.2209)  0.010
C (2.6767, -1.9574, 1.9759)  -0.046
C (2.8724, -3.2966, 2.3509)  -0.073
C (1.9767, -4.2867, 1.9518)  -0.009
H (-2.7993, -0.4910, 1.7163)  0.114
H (-1.5121, -1.4080, 2.5064)  0.107
H (-1.1879, 0.2476, 1.9405)  0.073
H (-1.7736, -0.8647, -0.5440)  0.130
H (-3.1389, -3.3363, -0.6146)  0.113
H (-3.8674, -5.7251, -0.2476)  0.101
H (-2.3364, -7.3487, 0.8343)  0.104
H (-0.0064, -6.6124, 1.5307)  0.118
H (1.2910, -0.5658, 0.9405)  0.092
H (3.4010, -1.2049, 2.2892)  0.111
H (3.7548, -3.5609, 2.9445)  0.110
H (2.1155, -5.3214, 2.2485)  0.112


No. 3
ORCA calculation (wB97M-V/def2-TZVPD) on C28H34AlN6O2 as an isolated structure.

HOMO level (eV): -16.466
Multiplicity: 1
Lowest unoccupied orbital energy (hartree): -0.3269
Largest force on an atom (hartree/bohr): 0.00519
Frontier orbital gap (eV): 7.570
Net charge: +3

Each line ends with the Löwdin charge.
CARTESIAN COORDINATES (ANGSTROEM)
Al (0.9952, 1.1717, -0.6861)  0.110
C (-3.8930, 1.9602, 3.9895)  -0.016
C (-2.6308, 1.6973, 3.2130)  -0.224
C (-1.7578, 0.6804, 3.5461)  0.047
C (-0.5436, 0.4729, 2.8607)  -0.108
C (0.4050, -0.5127, 3.2962)  0.051
N (0.1071, -1.7034, 3.7155)  0.108
C (-1.2091, -2.3724, 3.6231)  -0.134
C (-1.0590, -3.8729, 3.4058)  -0.135
C (-0.2382, -4.3160, 2.1994)  -0.127
N (-0.8082, -3.9666, 0.8830)  0.104
C (-0.4613, -2.9027, 0.2228)  0.034
C (-0.7686, -2.5483, -1.1144)  -0.091
C (-1.4160, -3.3990, -2.0403)  0.062
C (-1.5577, -3.0653, -3.3658)  -0.225
C (-2.2307, -3.9694, -4.3623)  -0.016
C (-1.0106, -1.8367, -3.7724)  0.082
C (-0.3815, -0.9588, -2.9023)  -0.090
C (0.1588, 0.2914, -3.4068)  0.007
N (0.7318, 1.1933, -2.6987)  0.039
C (1.1552, 2.4206, -3.4029)  -0.152
C (0.1812, 3.5444, -3.0853)  -0.136
C (0.2657, 4.0122, -1.6440)  -0.140
N (0.0588, 2.9302, -0.6447)  0.058
C (-0.8255, 3.1561, 0.2635)  0.010
C (-1.1075, 2.2930, 1.3924)  -0.096
C (-2.2761, 2.4910, 2.1205)  0.074
C (-0.1817, 1.2993, 1.7779)  -0.237
O (0.9459, 1.1278, 1.1338)  0.004
C (-0.2734, -1.2899, -1.5374)  -0.214
O (0.2505, -0.4668, -0.6703)  0.022
H (-4.0342, 1.2240, 4.7785)  0.088
H (-4.7671, 1.9304, 3.3388)  0.097
H (-3.8616, 2.9453, 4.4556)  0.101
H (-1.9894, 0.0631, 4.4066)  0.130
H (1.4640, -0.2711, 3.2884)  0.168
H (0.8668, -2.2539, 4.1021)  0.177
H (-1.7477, -1.8857, 2.8088)  0.130
H (-1.7724, -2.1989, 4.5386)  0.138
H (-2.0674, -4.2872, 3.3514)  0.137
H (-0.6010, -4.3338, 4.2853)  0.137
H (-0.1301, -5.3986, 2.2223)  0.144
H (0.7722, -3.9060, 2.2168)  0.127
H (-1.4216, -4.6474, 0.4498)  0.171
H (0.1876, -2.2156, 0.7571)  0.148
H (-1.7999, -4.3603, -1.7136)  0.131
H (-2.7014, -4.8192, -3.8725)  0.089
H (-1.5100, -4.3540, -5.0850)  0.101
H (-3.0001, -3.4324, -4.9168)  0.099
H (-1.0859, -1.5608, -4.8204)  0.148
H (0.0631, 0.4558, -4.4813)  0.156
H (1.2146, 2.2387, -4.4760)  0.133
H (2.1609, 2.6767, -3.0598)  0.124
H (-0.8358, 3.2226, -3.3231)  0.132
H (0.4003, 4.3996, -3.7259)  0.139
H (-0.4607, 4.8042, -1.4616)  0.131
H (1.2554, 4.4346, -1.4517)  0.127
H (-1.4248, 4.0638, 0.1859)  0.155
H (-2.9437, 3.2933, 1.8200)  0.147
C (3.5744, 3.2853, 0.3743)  0.037
C (3.8251, 2.0218, -0.3690)  -0.302
N (2.9080, 1.1845, -0.8523)  0.075
C (3.5906, 0.1524, -1.4973)  -0.058
C (4.9163, 0.3834, -1.3987)  -0.015
N (5.0377, 1.5600, -0.6901)  0.153
H (2.6117, 3.2424, 0.8807)  0.077
H (3.5844, 4.1399, -0.3047)  0.101
H (4.3438, 3.4514, 1.1268)  0.105
H (3.0766, -0.6576, -1.9859)  0.124
H (5.7686, -0.1643, -1.7602)  0.139
H (5.9078, 2.0130, -0.4512)  0.189